1.
{
  "formula": "C4H3Cl3N2",
  "method": "ωB97M-V with the def2-TZVPD basis set",
  "species": ["Cl", "Cl", "Cl", "N", "N", "C", "C", "C", "C", "H", "H", "H"],
  "xyz": [[2.55856, -1.18743, 0.30960], [2.37759, 1.84187, 1.74082], [-2.49452, 1.67512, -0.65678], [-0.61038, 0.24181, -1.37063], [1.64662, 0.13909, -0.23925], [-0.84607, 1.21229, -0.57351], [0.08563, 1.98700, 0.14060], [0.77074, -0.22519, -1.34660], [1.49755, 1.22130, 0.46831], [-0.05805, 2.78520, 0.69008], [1.30253, 0.15490, -2.25296], [0.72226, -1.38696, -1.33052]],
  "atomic_forces_ev_per_a": [[0.54, 0.12, 0.41], [0.80, -0.45, 0.09], [-0.80, 0.79, 0.57], [1.44, -0.90, 1.19], [1.01, -1.12, 1.05], [0.37, 0.05, -1.48], [5.81, -6.03, -0.67], [-0.88, -1.44, -2.09], [-7.27, 3.56, -1.53], [-0.90, 3.82, 2.48], [-0.42, -0.50, 0.28], [0.30, 2.10, -0.31]],
  "relative_energy_kj_mol": 160.8,
  "orbital_gap_ev": [7.53, 7.53],
  "smiles": "ClC1=CC(Cl)=NCN1Cl",
  "largest_force_ha_per_bohr": 0.163
}

2.
{
  "formula": "C3H6F2OS",
  "method": "ωB97M-V with the def2-TZVPD basis set",
  "species": ["S", "F", "F", "O", "C", "C", "C", "H", "H", "H", "H", "H", "H"],
  "xyz": [[0.97320, -0.23827, 1.24348], [-1.38990, 1.69697, 0.87020], [-1.97045, -0.05534, -0.35250], [-0.04141, -1.25293, 2.13990], [-1.04305, 1.80430, -1.37757], [-1.36446, 1.14730, -0.28784], [1.74176, -1.42323, 0.08722], [-0.61719, 2.87336, -1.47619], [2.48945, -0.70388, -0.43371], [2.21093, -2.18034, 0.64864], [-1.22424, 1.27010, -2.30978], [-0.92938, -1.05059, 1.91683], [1.16473, -1.88746, -0.66869]],
  "atomic_forces_ev_per_a": [[-0.31, -1.16, -0.17], [-0.10, -0.19, 1.97], [0.62, 0.58, 0.78], [1.86, 0.12, 0.15], [0.83, 1.27, -1.56], [-0.87, 0.43, -2.18], [1.03, 2.86, -0.22], [-0.83, -2.15, 0.72], [-0.87, -1.43, 0.84], [0.96, -0.73, 0.64], [0.22, 0.19, 0.21], [-1.39, 0.29, -0.54], [-1.15, -0.07, -0.66]],
  "relative_energy_kj_mol": 147.0,
  "orbital_gap_ev": 9.62,
  "smiles": "C=C(F)F.CSO",
  "largest_force_ha_per_bohr": 0.059
}

3.
{
  "formula": "C2H2BrNO2",
  "method": "ωB97M-V with the def2-TZVPD basis set",
  "species": ["Br", "O", "O", "N", "C", "C", "H", "H"],
  "xyz": [[0.96516, -2.66557, -1.40329], [1.10103, 1.03162, -2.35708], [1.63711, -0.85146, -3.32203], [1.16410, -0.16628, -2.41352], [-0.03463, -0.28166, -0.12107], [0.65134, -0.87451, -1.25029], [-0.54839, 0.69964, -0.04706], [-0.37585, -1.11151, 0.44633]],
  "atomic_forces_ev_per_a": [[0.01, -1.26, 0.57], [0.01, 0.84, -0.37], [-0.51, 1.33, 0.64], [0.59, -0.69, -0.61], [1.42, -1.86, -5.08], [-2.41, 2.42, 3.92], [1.15, -0.64, -0.22], [-0.27, -0.13, 1.16]],
  "relative_energy_kj_mol": 391.3,
  "orbital_gap_ev": 8.85,
  "smiles": "C=C(Br)[N+](=O)[O-]",
  "largest_force_ha_per_bohr": 0.109
}

4.
{
  "formula": "C4H8N2O",
  "method": "ωB97M-V with the def2-TZVPD basis set",
  "species": ["O", "N", "N", "C", "C", "C", "C", "H", "H", "H", "H", "H", "H", "H", "H"],
  "xyz": [[-1.65835, -0.43481, 0.49022], [1.88210, -0.14570, -0.00738], [-0.15305, -1.54078, 1.83291], [-0.24549, 0.88178, -0.76902], [0.65677, 0.51764, 0.43101], [-1.27643, -0.25076, -0.87205], [-0.13049, -0.50373, 1.21092], [0.82942, 1.39995, 1.06520], [-2.14758, 0.02060, -1.47418], [-1.35881, -1.44958, 1.12159], [2.57620, 0.54927, -0.26443], [0.34736, 0.99626, -1.68113], [-0.81655, -1.16372, -1.27367], [-0.77289, 1.81926, -0.56497], [2.26779, -0.69569, 0.75495]],
  "atomic_forces_ev_per_a": [[-0.18, -0.07, -0.03], [0.19, 0.09, 0.13], [0.11, 0.60, -0.27], [-0.02, 0.04, -0.04], [-0.19, 0.08, 0.02], [0.02, 0.06, -0.11], [0.16, -0.58, 0.33], [-0.03, -0.17, -0.09], [0.14, -0.04, 0.08], [-0.06, 0.09, -0.08], [-0.05, -0.10, 0.00], [-0.08, -0.01, 0.13], [-0.07, 0.10, 0.07], [0.08, -0.12, -0.03], [-0.02, 0.02, -0.11]],
  "relative_energy_kj_mol": 403.1,
  "orbital_gap_ev": 10.21,
  "largest_force_ha_per_bohr": 0.013
}

5.
{
  "formula": "C24H37HgPS2",
  "method": "ωB97M-V with the def2-TZVPD basis set",
  "species": ["Hg", "S", "S", "P", "C", "C", "C", "C", "C", "C", "C", "C", "C", "C", "C", "C", "C", "C", "C", "C", "C", "C", "C", "C", "C", "C", "C", "C", "H", "H", "H", "H", "H", "H", "H", "H", "H", "H", "H", "H", "H", "H", "H", "H", "H", "H", "H", "H", "H", "H", "H", "H", "H", "H", "H", "H", "H", "H", "H", "H", "H", "H", "H", "H", "H"],
  "xyz": [[-2.83947, 0.09929, 2.95910], [-3.21587, 1.65839, 0.25080], [-3.37737, -1.77541, 0.42860], [0.13233, 0.03519, 0.61300], [-4.50987, -0.74791, -0.36260], [1.96603, 1.98219, 1.48590], [0.14613, -0.97451, -3.98440], [2.19103, -2.78501, 3.72060], [-1.08237, -0.51431, -1.83650], [-4.46937, 0.67479, -0.39270], [2.42383, -1.63121, 1.49710], [-1.10907, -1.27541, -3.15460], [1.30163, -1.36581, -1.76460], [3.08343, 3.55519, -0.14850], [-5.51147, 1.35209, -1.04880], [1.48473, 1.29709, 0.19660], [1.97293, 3.37119, -1.18880], [-5.55087, -1.39511, -1.04630], [2.50443, 3.40199, 1.25210], [3.14453, -2.05501, 2.78200], [0.98423, -1.18401, 1.78360], [1.08833, -1.83481, 4.21100], [0.90283, 2.37299, -0.72100], [0.04213, -1.04291, -0.93800], [-6.50627, 0.68809, -1.72240], [-6.51797, -0.70371, -1.73320], [0.86933, -0.68521, 3.22390], [1.33823, -0.61161, -3.09100], [-0.32677, -1.98641, -0.51310], [1.33123, 0.45889, -2.89040], [2.32283, 0.80009, -0.30570], [-5.48527, 2.43439, -1.02860], [3.99073, -2.69751, 2.52730], [2.27313, -0.83531, -3.61620], [0.42743, 1.93169, -1.59590], [-0.98077, 0.55199, -2.03720], [-2.02497, -0.65491, -1.31000], [0.31753, -2.05411, 1.70840], [1.60203, 0.09849, 3.40970], [-0.12417, -0.24941, 3.38030], [1.12503, 2.04919, 2.17880], [-5.55047, -2.47771, -1.02830], [2.39703, -2.47161, 0.80250], [2.21483, -1.15171, -1.20930], [3.53803, 4.54529, -0.26400], [-2.00417, -1.01111, -3.72320], [0.15913, -2.39301, 4.34110], [1.35923, -1.41831, 5.18490], [1.30653, -2.43731, -1.98430], [1.74933, -3.62941, 3.18800], [0.39283, -1.84301, -4.60200], [1.70103, 4.13009, 1.36620], [-7.29067, -1.23471, -2.27380], [3.26513, 3.63079, 2.00270], [1.48973, 4.33269, -1.37710], [2.74183, 1.37229, 1.95400], [3.54223, -1.17701, 3.29360], [3.87093, 2.81259, -0.30130], [0.12213, 2.89349, -0.16470], [2.74063, -3.19011, 4.57390], [-7.27657, 1.23789, -2.24720], [2.99983, -0.83221, 1.02800], [2.41543, 3.04329, -2.13400], [-1.16787, -2.34461, -2.94020], [-0.05027, -0.14031, -4.66350]],
  "atomic_forces_ev_per_a": [[-0.12, 0.01, -0.22], [-0.11, -0.43, 0.16], [0.01, 0.32, 0.23], [0.67, -0.30, -0.27], [0.65, -0.64, 0.48], [0.04, -0.01, -0.07], [0.00, 0.00, -0.01], [0.15, 0.07, 0.13], [-0.19, -0.26, -0.11], [0.66, 0.65, 0.29], [-0.05, 0.00, 0.07], [0.00, 0.17, -0.08], [0.14, 0.11, 0.03], [-0.06, 0.16, 0.02], [-0.72, 0.15, -0.50], [-0.35, -0.40, 0.09], [0.06, -0.03, 0.02], [-0.72, -0.14, -0.51], [0.25, -0.04, -0.09], [0.00, -0.28, -0.07], [-0.23, 0.51, -0.19], [0.05, 0.05, -0.02], [0.09, -0.09, -0.16], [-0.20, 0.26, 0.33], [0.09, 0.68, 0.08], [0.11, -0.67, 0.11], [-0.34, -0.11, 0.12], [0.08, -0.17, -0.07], [-0.07, 0.09, -0.02], [0.06, 0.13, 0.02], [0.03, 0.08, -0.01], [-0.01, -0.03, -0.03], [0.09, 0.06, 0.04], [-0.02, 0.11, 0.05], [-0.11, 0.04, 0.07], [0.00, 0.11, 0.02], [0.05, 0.19, 0.00], [0.00, 0.04, -0.03], [0.02, 0.10, 0.00], [0.21, 0.02, 0.05], [0.00, -0.10, 0.14], [-0.05, 0.03, -0.01], [0.10, -0.02, -0.11], [0.04, -0.09, 0.05], [0.07, -0.13, -0.01], [-0.01, -0.09, 0.03], [-0.06, 0.05, 0.04], [-0.04, -0.05, 0.04], [0.09, -0.07, 0.02], [0.00, -0.08, -0.03], [0.04, 0.04, -0.05], [-0.07, 0.08, 0.09], [-0.04, -0.07, 0.00], [-0.08, 0.08, 0.04], [0.02, 0.04, -0.07], [-0.04, -0.03, 0.07], [0.10, 0.05, 0.04], [0.04, -0.01, 0.01], [-0.13, 0.01, -0.02], [-0.03, -0.11, -0.03], [-0.03, 0.09, 0.00], [0.00, 0.03, -0.14], [-0.06, 0.00, -0.02], [-0.06, -0.08, 0.03], [0.00, -0.05, -0.06]],
  "charge": -1,
  "relative_energy_kj_mol": 19.4,
  "orbital_gap_ev": [6.30, 5.60],
  "spin_multiplicity": 2,
  "largest_force_ha_per_bohr": 0.020
}

6.
{
  "formula": "CH31O18Sn",
  "method": "ωB97M-V with the def2-TZVPD basis set",
  "species": ["Sn", "O", "O", "O", "O", "O", "O", "O", "O", "O", "O", "O", "O", "O", "O", "O", "O", "O", "O", "C", "H", "H", "H", "H", "H", "H", "H", "H", "H", "H", "H", "H", "H", "H", "H", "H", "H", "H", "H", "H", "H", "H", "H", "H", "H", "H", "H", "H", "H", "H", "H"],
  "xyz": [[0.79595, 1.64167, -2.57844], [-0.11826, 3.34634, -0.90727], [2.14911, -2.08800, -1.19026], [4.72771, 0.81620, -0.46892], [2.71811, 2.95237, -1.42659], [-0.38910, -3.16945, -2.07102], [-0.82349, 0.56708, -0.67331], [1.50522, -2.67799, 2.54080], [2.75643, 0.00689, 1.92029], [1.27907, 0.63322, -0.22545], [-2.81935, -0.87898, -2.35542], [-2.88067, 1.84223, -0.49138], [-2.86630, -1.38144, 0.59671], [1.06364, 2.69249, 1.61427], [-0.83367, -3.80175, 1.07475], [-2.14463, 1.04229, 2.27273], [-1.59473, 1.82278, -3.04663], [0.11220, -1.11223, 0.59067], [-1.24299, -1.64109, 3.14637], [0.16174, 0.08014, -0.10330], [0.35777, -2.93509, -1.53285], [3.97899, 1.15947, -0.04869], [-2.09774, 1.29243, -0.59705], [-2.02618, -1.30552, 3.57773], [1.08701, -2.01969, 1.91501], [5.19313, 0.62632, 0.30717], [-2.26265, 2.03068, -3.69235], [-1.14769, -3.04239, 1.54021], [-0.68364, -1.51309, 0.41196], [3.00152, -2.17879, -0.79615], [-3.01061, 1.18770, 1.95088], [-3.15069, -0.41586, -3.12092], [-0.03996, 3.52647, 0.02819], [-1.84890, -0.80858, -2.44149], [2.59661, 3.56334, -0.72725], [1.80176, 3.17537, 1.30767], [-3.40901, -2.07129, 0.23403], [1.76251, -1.26207, -0.86823], [2.09407, -2.12041, 3.06354], [-2.01427, 2.11515, -2.22514], [3.39658, 3.31889, -2.02864], [-3.56554, 1.26304, -0.70095], [2.08142, 0.19966, 1.26368], [-1.66209, 0.33631, 1.80510], [1.02161, 1.88067, 1.06745], [-0.47207, -1.24852, 3.58814], [-0.92931, 3.80695, -1.14091], [-1.35672, -3.77661, 0.22091], [-3.16722, -0.65480, 0.07855], [3.18343, -0.74729, 1.52624], [-0.26813, -4.07523, -2.18444]],
  "atomic_forces_ev_per_a": [[-0.44, 0.20, 2.63], [-0.13, 0.08, -1.68], [-1.22, 0.34, -0.82], [0.37, -0.21, -2.11], [0.22, -1.07, -2.09], [-0.98, 2.33, 0.06], [0.39, -1.01, -1.17], [-0.36, 1.28, -0.86], [0.14, 0.39, 0.35], [1.21, 0.17, -0.87], [0.63, 0.15, 0.27], [0.78, 2.33, -0.19], [0.56, -0.35, 0.61], [-1.79, -0.75, -0.13], [-0.66, -0.59, -2.49], [2.19, -0.04, 0.92], [0.79, 0.27, 0.11], [3.40, 4.41, -0.76], [0.67, -0.05, -0.28], [-0.68, -1.91, 0.53], [0.94, 0.23, 0.50], [-2.39, 0.98, 0.51], [0.24, -0.27, 0.70], [-0.21, 0.30, 0.21], [0.71, -1.37, 1.09], [1.97, -0.82, 1.64], [-0.20, 0.14, -1.00], [-0.46, 0.71, 1.27], [-3.86, -1.86, -0.43], [0.90, -0.06, 0.48], [-1.07, -0.17, -0.91], [-0.28, 0.01, -0.42], [0.53, -0.51, 1.34], [-0.71, -0.37, 0.21], [-0.21, 1.12, 1.01], [1.52, 0.62, -0.15], [-0.30, -0.97, -0.10], [0.75, -0.41, 0.19], [-0.02, -0.09, 0.07], [-0.53, -0.20, 0.96], [-0.20, -0.21, 0.60], [-2.22, -1.28, -0.66], [0.13, 0.11, 0.09], [-1.14, 0.23, 0.36], [0.35, 0.78, 0.51], [-0.45, -0.33, -0.01], [-0.26, 0.09, -0.24], [0.93, -0.24, 1.35], [-0.08, 1.06, -0.67], [0.47, -0.65, 0.00], [0.10, -2.52, -0.52]],
  "charge": 1,
  "relative_energy_kj_mol": 205.2,
  "orbital_gap_ev": 7.12,
  "largest_force_ha_per_bohr": 0.109
}

7.
{
  "formula": "C5H5BrOS",
  "method": "ωB97M-V with the def2-TZVPD basis set",
  "species": ["Br", "S", "O", "C", "C", "C", "C", "C", "H", "H", "H", "H", "H"],
  "xyz": [[-3.26361, 0.23753, 0.42039], [-0.86494, 1.92590, -0.96248], [-2.04011, -2.62678, -0.68157], [-1.77239, 0.38805, -0.93012], [-0.69199, -0.69786, -0.47242], [0.07857, 1.39195, 0.37536], [-1.02333, -2.09993, -0.37376], [0.27700, -0.16246, 0.28385], [-2.24170, 0.21872, -1.90362], [0.99008, -0.87227, 0.73396], [1.04478, 1.96113, 0.48916], [-0.21191, -2.74730, 0.12020], [-0.54378, 1.76260, 1.25563]],
  "atomic_forces_ev_per_a": [[0.40, 0.36, -0.41], [-1.04, -0.07, -1.62], [-1.41, -0.29, -0.68], [0.80, -1.52, 0.04], [-1.50, 2.52, 0.22], [2.24, -0.06, 2.97], [2.01, -1.52, 0.78], [-1.10, 0.77, -0.68], [0.08, -0.16, 0.41], [-0.09, 1.08, 0.20], [-0.89, -0.59, -0.39], [-0.46, 0.75, -0.43], [0.95, -1.28, -0.40]],
  "relative_energy_kj_mol": 111.2,
  "orbital_gap_ev": 9.17,
  "smiles": "O=CC1=CCS[C@@H]1Br",
  "largest_force_ha_per_bohr": 0.072
}

8.
{
  "formula": "C3H2CaLiO3",
  "method": "ωB97M-V with the def2-TZVPD basis set",
  "species": ["Ca", "O", "O", "O", "C", "C", "C", "Li", "H", "H"],
  "xyz": [[-2.93412, 0.88154, 1.91294], [0.18575, -1.02856, 0.65414], [-1.69474, -0.87800, 1.83148], [-1.00402, 0.89432, 0.75559], [-0.86424, -0.31783, 1.10517], [1.73089, -0.03440, -1.05331], [1.05624, -0.43679, -0.12938], [0.13810, 1.92792, -0.38553], [2.51228, 0.39218, -1.66309], [0.87386, -1.40038, -3.02800]],
  "atomic_forces_ev_per_a": [[-0.81, 0.12, 0.48], [-0.53, -0.13, 0.68], [0.13, -0.34, 0.10], [0.08, 1.39, -0.51], [0.72, -1.25, -0.20], [-0.16, 0.22, 1.18], [0.46, 0.68, -1.48], [0.41, -0.31, -0.17], [-0.25, -0.30, 0.05], [-0.05, -0.07, -0.12]],
  "charge": 2,
  "relative_energy_kj_mol": 253.6,
  "orbital_gap_ev": [6.83, 8.74],
  "spin_multiplicity": 2,
  "largest_force_ha_per_bohr": 0.033
}

9.
{
  "formula": "C2H6NS",
  "method": "ωB97M-V with the def2-TZVPD basis set",
  "species": ["S", "N", "C", "C", "H", "H", "H", "H", "H", "H"],
  "xyz": [[1.98484, 2.30683, 2.22883], [0.61568, -0.12361, 0.03847], [-0.73778, -0.62388, -0.12136], [-1.44003, -1.06515, -1.26125], [0.89798, 0.93937, 0.14879], [-1.34306, -0.68914, 0.76428], [-1.04993, -1.28664, -2.29502], [2.57265, 2.51161, 0.99158], [-2.54528, -1.22103, -1.14784], [1.04492, -0.74837, 0.65353]],
  "atomic_forces_ev_per_a": [[0.34, 0.11, -0.99], [-1.33, 1.23, -2.28], [-0.84, 0.21, -3.08], [1.24, 0.75, 1.62], [-1.23, -2.91, 0.40], [-0.26, 0.25, 0.62], [-0.08, 0.76, 1.30], [-0.32, -0.09, 0.84], [1.23, -0.16, 0.10], [1.26, -0.13, 1.46]],
  "charge": -1,
  "relative_energy_kj_mol": 143.1,
  "orbital_gap_ev": 6.56,
  "largest_force_ha_per_bohr": 0.062
}